# 1
# C28H49AsF6MgNO14S5

C28H49AsF6MgNO14S5 as an isolated structure in a non-equilibrium geometry (ωB97M-V/def2-TZVPD, the Open Molecules 2025 dataset).

Values from the calculation:
Multiplicity: 1
Net charge: -1
Frontier orbital gap: 6.306 eV

```
105
Properties=species:S:1:pos:R:3:mulliken_charge:R:1
Mg -0.42 3.14 -1.02 0.739
O 0.82 2.15 0.10 -0.954
C 0.45 0.81 -0.17 0.786
C -0.27 0.53 -1.51 1.474
O -1.07 1.58 -2.05 -0.806
H -0.21 0.48 0.63 -0.119
H 1.33 0.16 -0.12 -0.569
H -0.87 -0.37 -1.42 -0.467
H 0.46 0.31 -2.29 -0.016
As 4.38 2.39 -3.87 2.068
F 2.85 1.71 -3.11 -0.549
F 5.25 0.77 -3.87 -0.514
F 5.77 3.23 -4.54 -0.504
F 3.56 4.03 -4.00 -0.549
F 4.96 2.82 -2.19 -0.499
F 3.69 2.02 -5.45 -0.486
C -1.06 -2.92 6.35 -0.261
C -2.01 -2.04 6.05 -0.519
C -1.77 -1.02 5.20 -0.140
C -0.50 -0.86 4.56 -0.248
C 0.36 -1.99 4.75 -0.169
C 0.20 -2.93 5.67 -0.677
N -0.23 0.18 3.55 1.048
O -0.72 1.32 3.61 -0.548
O 0.77 0.09 2.76 -0.409
H -1.18 -3.65 7.14 0.377
H -2.92 -2.14 6.62 0.407
H -2.56 -0.30 5.06 0.289
H 1.27 -2.06 4.17 0.458
H 0.92 -3.73 5.76 0.395
C -6.69 1.57 -4.26 -0.560
C -5.30 2.28 -4.43 -0.681
C -4.33 1.71 -3.37 -0.507
S -4.86 -0.08 -3.13 1.067
O -5.24 -0.26 -1.70 -0.657
O -3.90 -0.99 -3.77 -0.625
C -6.51 0.06 -4.16 -0.775
H -7.23 1.64 -5.21 0.351
H -7.18 1.92 -3.35 0.308
H -5.32 3.37 -4.47 0.371
H -4.97 2.08 -5.45 0.317
H -4.55 2.05 -2.36 0.306
H -3.25 1.75 -3.49 0.285
H -7.44 -0.42 -3.84 0.377
H -6.20 -0.26 -5.15 0.380
C 1.75 -2.83 -3.02 -0.226
C 0.28 -3.33 -3.12 -0.042
C -0.43 -2.25 -4.09 -0.448
S 0.95 -1.58 -5.24 1.128
O 0.73 -0.12 -5.40 -0.588
O 1.01 -2.54 -6.37 -0.701
C 2.35 -1.97 -4.15 -0.307
H 2.57 -3.48 -2.68 0.553
H 1.81 -2.18 -2.15 -0.321
H -0.08 -3.37 -2.09 -0.349
H 0.19 -4.29 -3.62 0.438
H -0.75 -1.40 -3.50 -0.083
H -1.25 -2.64 -4.69 0.593
H 2.62 -0.95 -3.90 -0.037
H 3.14 -2.36 -4.78 0.527
C -3.07 -2.95 -0.43 -0.094
C -1.73 -3.15 0.23 -0.210
C -1.97 -3.46 1.74 -1.101
S -3.33 -2.22 2.23 1.220
O -2.89 -0.82 2.47 -0.540
O -4.27 -2.93 3.09 -0.773
C -4.01 -2.17 0.55 -0.862
H -3.47 -3.91 -0.77 0.440
H -2.92 -2.47 -1.39 -0.191
H -0.97 -2.36 0.18 -0.123
H -1.23 -3.97 -0.29 0.599
H -1.24 -3.46 2.55 0.462
H -2.60 -4.35 1.88 0.400
H -4.44 -1.19 0.35 0.349
H -4.98 -2.61 0.81 0.441
C 3.98 -2.33 1.04 -0.542
C 4.78 -1.75 2.22 -0.594
C 6.05 -1.15 1.67 -0.787
S 5.37 -0.13 0.33 1.095
O 6.27 -0.43 -0.72 -0.683
O 5.03 1.23 0.82 -0.536
C 3.80 -1.12 0.17 0.082
H 3.01 -2.69 1.39 0.311
H 4.42 -3.18 0.52 0.345
H 5.02 -2.63 2.82 0.384
H 4.17 -0.99 2.71 0.250
H 6.69 -1.90 1.23 0.332
H 6.68 -0.57 2.35 0.408
H 3.27 -1.13 -0.78 0.173
H 3.12 -0.48 0.73 -0.372
C 0.36 6.08 3.39 -0.659
C 0.00 4.58 3.28 -0.454
C 1.26 3.73 3.54 -0.175
S 2.63 4.84 3.68 1.106
O 3.57 4.47 2.62 -0.617
O 3.02 5.00 5.06 -0.692
C 1.82 6.24 3.06 -0.668
H 0.25 6.39 4.43 0.297
H -0.22 6.75 2.76 0.340
H -0.54 4.31 2.37 0.166
H -0.64 4.23 4.09 0.203
H 1.38 3.12 2.65 -0.085
H 1.36 3.06 4.39 0.467
H 1.90 6.48 2.00 0.379
H 2.16 7.15 3.57 0.376
```

---

# 2
# C28H49BrMgNOP3

C28H49BrMgNOP3 as an isolated structure in a non-equilibrium geometry (ωB97M-V/def2-TZVPD, the Open Molecules 2025 dataset).

Values from the calculation:
Multiplicity: 1
Net charge: +2
Frontier orbital gap (alpha / beta): 4.747 / 3.151 eV

```
84
Properties=species:S:1:pos:R:3:mulliken_charge:R:1
N -7.17 5.67 -5.72 -0.571
C -6.84 6.27 -4.58 -0.304
C -6.10 5.62 -3.57 -0.428
C -5.64 4.30 -3.78 0.419
C -5.98 3.70 -5.01 -0.451
C -6.77 4.41 -5.93 -0.305
C -4.82 3.62 -2.77 -0.543
Mg -0.49 0.22 1.66 1.062
P 6.22 -0.90 0.03 0.328
C -3.69 2.93 -3.05 -0.322
C -2.82 2.30 -2.06 1.172
C -1.66 1.59 -2.47 -0.674
C -0.81 0.98 -1.52 -0.509
C -1.17 1.06 -0.20 0.218
C -2.25 1.79 0.26 -0.106
C -3.10 2.40 -0.68 -1.078
Br 1.76 -0.71 1.81 -0.491
H -5.15 3.75 -1.73 0.313
H -3.36 2.85 -4.09 0.400
H -5.86 6.16 -2.66 0.365
H -5.67 2.68 -5.26 0.416
H -7.16 7.30 -4.45 0.357
H -7.08 3.95 -6.87 0.351
H -1.43 1.50 -3.53 0.355
H -3.98 2.94 -0.33 0.260
H 0.10 0.47 -1.85 0.634
H -2.48 1.89 1.33 0.426
P -0.56 -1.97 0.14 0.129
C 5.61 0.84 0.20 -0.394
C 6.67 1.83 -0.25 -1.220
H 5.35 0.98 1.26 0.449
H 4.69 0.94 -0.40 0.328
H 6.49 2.81 0.21 0.361
H 7.68 1.50 0.05 0.367
H 6.67 1.96 -1.33 0.332
C 5.33 -1.34 -1.53 0.014
C 5.99 -2.51 -2.26 -1.195
H 5.33 -0.44 -2.16 0.477
H 4.29 -1.58 -1.27 -0.160
H 5.71 -2.50 -3.32 0.376
H 7.09 -2.45 -2.20 0.367
H 5.68 -3.47 -1.84 0.328
C 5.11 -1.74 1.23 0.498
C 5.76 -2.07 2.57 -1.254
H 4.71 -2.64 0.75 0.496
H 4.26 -1.05 1.38 -0.755
H 5.17 -2.83 3.08 0.351
H 6.78 -2.46 2.44 0.400
H 5.81 -1.19 3.22 0.328
C -0.46 -3.43 1.29 0.217
C -1.60 -4.43 1.31 -1.417
H -0.29 -3.02 2.30 -0.346
H 0.47 -3.94 1.01 0.529
H -2.54 -4.00 1.68 0.279
H -1.78 -4.88 0.33 0.340
H -1.33 -5.24 2.00 0.434
C 0.57 -2.52 -1.21 -0.149
C 0.06 -2.53 -2.66 -1.404
H 0.90 -3.54 -0.93 0.587
H 1.45 -1.87 -1.12 -0.140
H -0.44 -3.47 -2.90 0.395
H -0.62 -1.70 -2.88 0.278
H 0.92 -2.44 -3.33 0.381
C -2.22 -2.09 -0.59 -0.667
C -3.30 -1.58 0.37 -1.264
H -2.39 -3.14 -0.89 0.686
H -2.21 -1.49 -1.51 0.330
H -4.04 -0.98 -0.18 0.344
H -3.82 -2.42 0.85 0.375
H -2.91 -0.93 1.16 0.234
C -1.20 0.56 6.24 -1.317
P -0.27 0.10 4.78 1.188
C 1.24 1.08 4.82 -1.051
C 0.03 -1.67 4.86 -0.993
O -1.11 0.46 3.53 -0.932
H -2.15 0.99 5.89 0.306
H -0.65 1.31 6.82 0.419
H -1.39 -0.31 6.87 0.413
H 1.68 1.05 5.83 0.452
H 1.96 0.70 4.08 0.172
H 0.98 2.12 4.58 0.356
H -0.68 -2.17 4.18 0.257
H 1.05 -1.92 4.56 0.287
H -0.16 -2.03 5.88 0.502
```

---

# 3
# C28H49BrNOP3Sn

C28H49BrNOP3Sn as an isolated structure in a non-equilibrium geometry (ωB97M-V/def2-TZVPD, the Open Molecules 2025 dataset).

Values from the calculation:
Multiplicity: 1
Net charge: +2
Frontier orbital gap (alpha / beta): 5.237 / 4.686 eV

```
84
Properties=species:S:1:pos:R:3:mulliken_charge:R:1
N 5.33 -4.83 -6.52 -0.555
C 4.19 -5.44 -6.22 -0.320
C 3.23 -4.88 -5.35 -0.501
C 3.48 -3.62 -4.77 0.674
C 4.70 -2.97 -5.13 -0.403
C 5.56 -3.61 -6.03 -0.361
C 2.57 -3.04 -3.76 -0.083
Sn -1.07 0.58 0.35 0.855
P -2.99 3.54 0.32 -0.003
C 2.72 -1.83 -3.19 -0.926
C 1.75 -1.31 -2.27 0.935
C 1.39 0.04 -2.36 -0.531
C 0.04 0.37 -2.19 -1.135
C -0.78 -0.54 -1.50 0.014
C -0.43 -1.90 -1.39 -1.050
C 0.91 -2.25 -1.63 -0.571
Br -3.62 0.14 1.84 -0.504
H 1.67 -3.65 -3.45 0.412
H 3.47 -1.08 -3.49 0.207
H 2.35 -5.49 -5.16 0.353
H 4.99 -2.02 -4.69 0.291
H 4.06 -6.43 -6.69 0.357
H 6.47 -3.11 -6.35 0.364
H 2.15 0.72 -2.72 0.542
H 1.31 -3.25 -1.44 0.834
H -0.35 1.36 -2.43 0.670
H -1.13 -2.64 -1.03 0.715
P 1.07 0.97 1.79 0.823
C -3.74 2.41 -0.85 0.187
C -4.84 3.17 -1.66 -1.324
H -4.19 1.55 -0.31 0.222
H -2.96 2.02 -1.53 0.241
H -5.47 2.48 -2.25 0.392
H -5.51 3.74 -0.98 0.366
H -4.40 3.90 -2.36 0.371
C -1.58 4.46 -0.30 0.345
C -1.73 5.97 0.04 -1.308
H -1.56 4.35 -1.40 0.396
H -0.65 4.03 0.13 -0.125
H -0.97 6.58 -0.47 0.387
H -2.72 6.35 -0.29 0.396
H -1.65 6.19 1.12 0.342
C -2.94 3.26 2.13 0.917
C -4.30 3.49 2.88 -1.406
H -2.16 3.88 2.60 0.473
H -2.68 2.18 2.21 -0.690
H -4.21 3.09 3.91 0.375
H -4.56 4.56 2.96 0.414
H -5.14 2.97 2.38 0.326
C 0.74 0.81 3.58 0.118
C 1.99 0.56 4.43 -1.270
H 0.02 -0.03 3.70 -0.473
H 0.21 1.72 3.91 0.538
H 2.25 -0.51 4.43 0.315
H 2.86 1.13 4.09 0.307
H 1.78 0.85 5.47 0.414
C 1.51 2.71 1.40 0.285
C 2.52 2.85 0.27 -1.207
H 1.86 3.19 2.34 0.601
H 0.56 3.22 1.13 -0.738
H 3.51 2.43 0.56 0.356
H 2.19 2.34 -0.66 0.188
H 2.66 3.92 0.05 0.467
C 2.45 -0.15 1.30 -0.539
C 2.29 -1.61 1.66 -1.213
H 3.39 0.27 1.71 0.622
H 2.53 -0.06 0.19 0.292
H 2.89 -2.22 0.97 0.410
H 2.66 -1.84 2.68 0.388
H 1.25 -1.96 1.57 -0.056
C -3.52 -2.93 1.70 -1.057
P -1.76 -2.58 2.00 0.782
C -1.47 -2.11 3.72 -1.042
C -0.99 -4.21 1.82 -1.114
O -1.02 -1.59 1.11 -1.091
H -3.64 -3.30 0.68 0.364
H -4.16 -2.05 1.83 0.206
H -3.87 -3.69 2.42 0.444
H -2.00 -2.82 4.35 0.515
H -0.39 -2.18 3.91 0.342
H -1.84 -1.10 3.89 0.247
H -1.05 -4.47 0.76 0.373
H 0.05 -4.10 2.12 0.355
H -1.52 -4.94 2.45 0.471
```

---

# 4
# C28H49ClN7O4

C28H49ClN7O4 as an isolated structure in a non-equilibrium geometry (ωB97M-V/def2-TZVPD, the Open Molecules 2025 dataset).

Values from the calculation:
Multiplicity: 1
Net charge: -1
Frontier orbital gap: 5.994 eV

```
89
Properties=species:S:1:pos:R:3:mulliken_charge:R:1
Cl -13.51 -0.99 18.80 2.042
O -14.79 -1.07 18.15 -0.374
O -12.44 -0.51 17.96 -0.999
O -13.49 -0.13 19.99 -1.033
O -13.02 -2.30 19.13 -1.441
C -9.66 -0.53 19.85 -1.128
C -11.04 -0.01 20.27 -0.362
C -11.86 -1.04 21.13 0.947
C -11.19 -1.53 22.38 0.254
N -10.67 -1.94 23.35 -0.820
H -9.13 0.30 19.38 0.495
H -9.70 -1.37 19.15 -0.360
H -9.08 -0.90 20.69 0.561
H -11.58 0.34 19.39 0.359
H -10.83 0.85 20.90 0.245
H -12.06 -1.91 20.49 0.244
H -12.83 -0.66 21.45 -0.514
C -9.26 -1.82 17.54 -2.158
C -10.79 -1.85 17.44 -0.175
C -11.52 -3.02 18.07 1.323
C -11.18 -4.36 17.52 -0.642
N -10.93 -5.44 17.11 -0.865
H -8.87 -2.71 17.05 0.525
H -9.01 -1.96 18.60 0.511
H -8.74 -0.95 17.12 0.339
H -10.96 -1.79 16.36 -0.724
H -11.19 -0.89 17.77 1.057
H -12.57 -2.83 17.87 0.403
H -11.39 -3.11 19.15 0.799
C -13.23 -1.97 22.19 -0.573
C -14.53 -1.23 21.88 -0.361
C -15.29 -1.99 20.78 0.626
C -15.82 -3.31 21.26 -0.131
N -16.25 -4.31 21.66 -0.795
H -12.59 -1.42 22.89 0.404
H -12.65 -2.20 21.30 -0.511
H -13.47 -2.94 22.64 0.430
H -14.24 -0.22 21.59 1.029
H -15.13 -1.25 22.79 0.610
H -14.64 -2.24 19.94 -0.817
H -16.16 -1.45 20.40 -0.081
C -16.01 -4.48 16.52 -1.944
C -14.64 -3.86 16.47 0.498
C -14.31 -2.98 17.70 0.515
C -14.54 -3.69 18.97 0.606
N -14.77 -4.22 19.97 -0.914
H -16.75 -3.81 16.97 0.331
H -15.98 -5.43 17.06 0.367
H -16.44 -4.78 15.56 0.451
H -14.55 -3.17 15.63 -0.398
H -13.80 -4.51 16.23 0.870
H -15.00 -2.13 17.72 1.327
H -13.29 -2.60 17.61 -1.745
C -16.72 0.03 14.94 -1.629
C -15.43 0.12 15.82 -0.899
C -15.57 0.72 17.25 0.225
C -16.91 0.46 17.86 0.209
N -17.96 0.27 18.29 -0.695
H -17.09 1.03 14.70 0.430
H -17.56 -0.43 15.46 0.316
H -16.50 -0.53 14.04 0.329
H -14.67 0.73 15.34 0.696
H -15.13 -0.92 15.94 -0.494
H -15.49 1.80 17.27 1.081
H -14.78 0.33 17.90 -0.066
C -14.09 -1.86 14.09 -1.580
C -13.79 -1.30 15.45 -0.226
C -12.39 -1.73 16.08 1.589
C -12.22 -3.20 16.29 -0.092
N -12.16 -4.36 16.39 -0.478
H -13.99 -2.94 14.00 0.283
H -13.44 -1.41 13.34 0.507
H -15.08 -1.52 13.77 0.111
H -14.56 -1.57 16.16 -0.024
H -13.78 -0.21 15.44 1.010
H -12.32 -1.23 17.05 -1.259
H -11.56 -1.38 15.46 0.856
C -17.15 -0.44 20.09 -1.178
C -16.17 0.29 20.99 0.159
C -15.30 1.26 20.17 0.241
C -16.07 2.13 19.26 -0.406
N -16.68 2.82 18.57 -0.734
H -17.97 0.11 19.64 0.164
H -17.66 -1.25 20.61 0.712
H -16.69 -0.90 19.21 0.161
H -15.44 -0.43 21.37 -0.606
H -16.65 0.82 21.81 0.305
H -14.71 0.64 19.49 0.551
H -14.50 1.78 20.70 1.132
```

---

# 5
# C28H49F2INO4S

C28H49F2INO4S as an isolated structure in a non-equilibrium geometry (ωB97M-V/def2-TZVPD, the Open Molecules 2025 dataset).

Values from the calculation:
Multiplicity: 1
Net charge: +1
Frontier orbital gap: 7.126 eV

```
86
Properties=species:S:1:pos:R:3:mulliken_charge:R:1
C 7.96 -0.84 0.01 -1.185
C 6.42 -0.80 0.10 -0.493
C 5.82 0.13 -0.97 -0.719
C 4.30 -0.12 -1.16 -0.635
C 3.53 1.22 -1.40 -0.721
C 2.42 1.07 -2.48 -0.990
C 1.02 0.91 -1.85 -0.108
C -0.11 1.00 -2.90 -0.842
C -1.47 1.44 -2.31 -1.084
C -2.03 0.48 -1.21 -0.649
C -2.36 1.19 0.13 -0.352
S -1.10 0.91 1.40 1.572
O -0.61 2.20 1.72 -0.623
O -0.08 0.04 0.93 -0.609
F -1.72 0.31 2.70 -0.196
C -3.89 1.13 0.41 0.303
I -4.71 -0.19 1.92 0.455
C -4.54 2.52 0.63 -0.956
C -3.75 3.52 1.49 -0.567
C -3.65 3.17 2.98 -0.226
F -2.66 4.00 3.49 -0.321
C -4.31 0.37 -0.83 -0.835
N -3.37 0.02 -1.61 0.373
C -3.50 -0.82 -2.82 -1.513
C -3.03 -2.22 -2.42 0.947
C -1.72 -2.61 -2.65 -0.207
C -1.29 -3.85 -2.24 -0.843
C -2.14 -4.70 -1.58 -0.761
C -3.45 -4.33 -1.37 -0.725
C -3.91 -3.09 -1.78 0.899
C -5.37 -2.75 -1.46 -1.480
H 8.30 -1.64 0.68 0.359
H 8.38 0.12 0.34 0.198
H 8.29 -1.07 -1.01 0.367
H 6.13 -0.46 1.11 0.314
H 6.01 -1.81 -0.02 0.387
H 6.37 -0.05 -1.90 0.290
H 5.97 1.17 -0.67 0.394
H 3.91 -0.60 -0.25 0.295
H 4.15 -0.76 -2.04 0.336
H 4.27 1.93 -1.78 0.505
H 3.09 1.60 -0.47 0.300
H 2.45 1.96 -3.12 0.468
H 2.60 0.18 -3.10 0.332
H 1.00 -0.12 -1.44 0.205
H 0.88 1.60 -1.02 0.255
H -0.19 0.08 -3.49 0.120
H 0.18 1.79 -3.60 0.644
H -2.15 1.51 -3.16 0.449
H -1.32 2.47 -1.95 0.354
H -1.29 -0.33 -1.17 0.684
H -2.17 2.23 -0.14 0.122
H -4.73 2.97 -0.36 0.384
H -5.53 2.43 1.10 0.538
H -2.71 3.69 1.16 0.325
H -4.24 4.50 1.45 0.470
H -3.29 2.15 3.17 0.076
H -4.56 3.41 3.54 0.346
H -5.33 0.05 -1.07 0.786
H -2.83 -0.48 -3.61 0.541
H -4.52 -0.82 -3.20 0.596
H -1.01 -1.95 -3.14 0.355
H -0.26 -4.13 -2.42 0.426
H -1.75 -5.66 -1.25 0.410
H -4.11 -5.02 -0.86 0.417
H -5.82 -2.13 -2.25 0.308
H -5.41 -2.22 -0.50 0.177
H -5.91 -3.69 -1.37 0.525
C -7.95 -0.74 5.13 -0.833
C -8.40 -2.18 5.23 -0.243
O -7.84 -2.97 4.18 -0.501
H -8.25 -0.31 4.17 0.215
H -8.38 -0.13 5.93 0.339
H -6.86 -0.67 5.19 0.217
H -9.48 -2.25 5.15 0.291
H -8.10 -2.61 6.19 0.255
H -6.89 -2.92 4.26 0.273
C 12.02 0.73 0.84 -0.947
C 11.14 1.90 0.45 -0.252
O 9.97 1.96 1.26 -0.508
H 11.47 -0.21 0.74 0.220
H 12.91 0.68 0.22 0.321
H 12.33 0.81 1.89 0.323
H 10.82 1.81 -0.59 0.271
H 11.69 2.85 0.56 0.309
H 10.25 2.05 2.17 0.284
```